Record 1
# C30H42FN7O2

7 unconnected molecules or ions with the total composition C30H42FN7O2 in a non-equilibrium geometry (ωB97M-V/def2-TZVPD, OMol25).

Each line ends with the Mulliken charge.
Positions of all 82 atoms, in Å:
C 0.2854 -9.5036 -4.0313  -0.3513
C -6.2789 0.3201 1.2287  -1.1988
H 0.7129 5.4258 5.7690  0.2384
H -2.4111 2.1561 -2.5332  0.3220
H 1.0691 -6.7538 -2.6453  0.2050
N 0.0551 7.2332 6.6829  -0.0023
H -3.4967 2.4479 1.2271  0.4033
H -1.8418 -0.6870 -2.6029  0.4002
H 7.8303 -0.3075 -5.2334  0.3934
C -0.4905 -8.5528 -4.7491  -0.5595
H 4.4212 -2.8927 -4.5665  0.3957
C -0.9686 -3.8463 -2.1568  -0.5334
N 0.9288 2.4716 3.3602  0.1387
C -0.9575 7.5839 7.5337  -0.4619
C 3.4788 -0.0447 -0.7184  -0.6219
C -0.2206 -7.3219 -4.2153  -0.3283
N 4.8741 -0.8863 -4.0073  0.0285
C 0.9548 3.0621 4.5941  -0.4982
H -2.4122 -3.0939 -3.6971  0.4330
C -4.7011 1.2729 -1.3433  0.4800
H -1.1680 -8.7509 -5.5621  0.3922
C -2.2044 1.9179 -0.3949  1.0218
H 6.8653 -2.7977 -5.7260  0.3893
O -4.6480 2.3531 -0.4983  -0.3229
H 0.3145 -10.5680 -4.1911  0.3861
C -0.0029 5.8925 6.4211  -0.3879
C -0.2567 -3.1603 -1.2084  -0.5091
H -1.0826 8.6021 7.8585  0.3750
F -1.1734 2.2038 0.5350  -0.4103
C 1.7329 -0.4129 0.6432  -0.6602
C 2.2611 3.1233 5.0017  -0.2455
H -4.1400 0.4175 1.2128  0.0075
H -6.4450 -0.1635 2.1869  0.4180
N 1.4264 0.6096 -0.2165  0.5625
H 2.3891 1.6776 2.0283  0.2934
H -0.9435 -4.9122 -2.3131  0.4989
H 0.4394 -3.4983 -0.4602  0.4066
H -5.4358 -0.5435 -1.2445  0.3145
H 2.4425 1.6063 -1.8049  0.4241
H -0.7417 2.0315 -1.9278  0.3346
H -0.1817 -1.1002 -0.7673  0.0996
C 3.0540 2.5467 3.9707  -0.8579
C 2.4859 0.8385 -1.0513  -0.7038
H 0.5595 1.1204 -0.2257  0.0707
N 0.6883 -7.4911 -3.2074  0.0274
H 4.4454 -0.1140 -1.1898  0.5556
C -1.0643 5.3776 7.1174  -0.0794
H 4.1247 2.4337 3.9634  0.4200
H -2.3020 0.8349 -0.3846  -0.0417
H -6.2926 1.3886 1.4055  0.2704
H -4.7561 -1.1620 0.9223  0.5368
H 0.0456 3.3827 5.0712  0.3102
C -4.9216 -0.1159 0.6860  -0.2365
H -1.3724 4.3453 7.1235  0.4361
H -0.5936 -6.3437 -4.4659  0.3989
C -1.4681 -1.6646 -2.3474  -0.3376
H 5.9153 0.9643 -3.8047  0.3634
O -4.7139 1.4335 -2.5576  -0.6257
H -7.0957 0.0399 0.5734  0.3020
H -2.5312 6.3997 8.4688  0.3865
H 0.7380 7.8633 6.3082  0.1856
H -1.6505 3.5090 -1.6623  0.4042
C -1.7326 2.4298 -1.7360  -1.3613
H 1.7018 -9.1575 -2.3448  0.3698
C 5.9301 -0.0377 -4.1981  -0.3060
C 6.8800 -0.7067 -4.9222  -0.5460
C 6.3748 -2.0100 -5.1800  -0.4001
C 1.0010 -8.8176 -3.0872  -0.5287
H 0.1022 2.3043 2.8166  0.1809
N -4.7452 0.0116 -0.7645  -0.1132
H 4.0351 -0.6618 -3.5041  0.2302
C -3.4146 2.6373 0.1593  -0.9124
N -0.5641 -1.8351 -1.3332  0.3072
C 2.2020 2.1505 2.9756  -0.1487
H 1.0228 -0.7439 1.3834  0.4883
C 3.0010 -0.8384 0.3592  -0.6522
H 3.5289 -1.6280 0.8659  0.5272
H 2.6101 3.5346 5.9343  0.4389
H -3.2322 3.7030 0.0550  0.4006
C -1.7386 -2.8958 -2.8808  -0.7865
C 5.1356 -2.0887 -4.6034  -0.5350
C -1.6714 6.4527 7.8229  -0.7092

As for the net charge: 0. The SMILES is CCNC(=O)OC[C@@H](C)F.c1cc[nH]c1.c1cc[nH]c1.c1cc[nH]c1.c1cc[nH]c1.c1cc[nH]c1.c1cc[nH]c1. Its gap between HOMO and LUMO is 8.54 eV. As for the LUMO energy: 0.27 eV. The electronic energy is -49032.963 eV.

***

Record 2
# C6H10N2

A molecular structure, C6H10N2 in a non-equilibrium geometry (ωB97M-V/def2-TZVPD, OMol25).

Each line ends with the natural charge from an NBO analysis.
Positions of all 18 atoms, in Å:
C 0.0040 0.4408 -0.2354  0.1193
N -1.3547 -1.3764 0.7423  -0.4265
H 0.1151 -1.3267 -1.0408  0.1727
C -0.0340 -1.0769 0.1038  -0.0993
H -2.0341 1.1371 -0.8001  0.3715
H 1.9508 -1.1003 1.2183  0.2151
C -1.9861 -0.6226 -0.2040  0.2364
H -1.1810 1.0291 1.3701  0.2220
H 2.2239 -1.7144 -0.5136  0.2248
C -0.2208 1.2986 1.0137  -0.6571
H 1.8932 1.1339 -0.2983  0.2316
C 1.5371 -1.0829 0.1367  -0.4272
H -0.0871 2.3367 0.6100  0.2143
H 0.4604 1.0393 1.9169  0.2264
N -1.3140 0.4176 -1.0965  -0.6091
H -2.9870 -0.8660 -0.4917  0.1927
C 1.4301 0.1507 -0.5949  -0.4326
H 1.5840 0.1825 -1.8365  0.2249

As for the net charge: 0. Its gap between HOMO and LUMO is 10.14 eV. As for the LUMO energy: 1.07 eV. The electronic energy is -9358.463 eV.

***

Record 3
# C6H3ClN2S

C6H3ClN2S in the gas phase in a non-equilibrium geometry (ωB97M-V/def2-TZVPD, OMol25).

Each line ends with the natural charge from an NBO analysis.
Positions of all 13 atoms, in Å:
H -2.3227 1.4205 -1.3371  0.2419
Cl 0.7535 -2.8213 -1.5664  0.0766
S -0.0253 2.3253 1.4644  0.4056
C 0.3282 -1.5255 -0.6078  0.3258
N -0.6259 -0.6838 -1.0498  -0.4184
H -1.7526 3.6511 0.2858  0.2505
H 1.7082 -0.1903 1.9706  0.2040
C -1.3099 2.6482 0.3334  -0.3580
C 1.0302 -0.2687 1.1597  0.1098
N 1.2036 -1.3351 0.4159  -0.4557
C 0.0061 0.6385 0.8696  -0.2622
C -1.6193 1.4900 -0.4305  -0.2484
C -0.7822 0.3520 -0.2050  0.1285

As for the net charge: 0. The SMILES is Clc1ncc2sccc2n1. Its gap between HOMO and LUMO is 9.13 eV. As for the LUMO energy: -0.10 eV. The electronic energy is -32607.808 eV.

***

Record 4
# H4N2O2

2 unconnected molecules or ions with the total composition H4N2O2 in a non-equilibrium geometry (ωB97M-V/def2-TZVPD, OMol25).

Each line ends with the natural charge from an NBO analysis.
Positions of all 8 atoms, in Å:
O -1.7965 0.3859 0.2504  -0.4423
H 0.9953 -0.0096 -0.2854  0.2585
O -1.8133 1.7656 0.6024  -0.4530
N 1.8916 -0.4425 -0.2157  -0.2649
H -1.8204 1.6961 1.5931  0.4569
H 1.4386 -2.0720 -1.3822  0.3162
H -0.8343 0.3176 0.0122  0.4353
N 1.9390 -1.6412 -0.5749  -0.3067

As for the net charge: 0. The SMILES is [H]/N=N\[H].OO. Its gap between HOMO and LUMO is 9.26 eV. As for the LUMO energy: -0.10 eV. The electronic energy is -7134.258 eV.

***

Record 5
# C7H11N2

A gas-phase ion, C7H11N2 (charge +1) in a non-equilibrium geometry (ωB97M-V/def2-TZVPD, OMol25).

Each line ends with the natural charge from an NBO analysis.
Positions of all 20 atoms, in Å:
C 1.1619 -0.3394 -1.6912  -0.3281
H 1.3983 0.1496 0.2503  0.1930
C -1.1876 1.1516 1.2713  -0.1356
H 3.4457 -1.3758 0.3579  0.2641
H -3.1658 1.4192 1.4713  0.2505
C 2.5479 -1.6514 -0.1479  -0.6683
H -2.0646 -0.6290 2.2618  0.2633
C 1.6266 -0.6291 -0.5414  -0.0052
H -1.4796 -0.8973 0.5868  0.2273
H -2.6971 1.1338 -0.1930  0.2275
H -0.2057 1.3830 -2.6619  0.2762
H 1.8912 -2.2645 0.4472  0.2490
C -1.7798 -0.2117 1.2360  -0.3548
C 0.2557 0.7759 -1.8182  0.1250
C -2.5572 0.9141 0.7776  -0.3607
H 2.8883 -2.2764 -0.9653  0.2339
N -0.2569 1.2877 -0.7841  -0.0349
H -1.0033 1.6494 2.2006  0.2504
H 1.3235 -1.0528 -2.4590  0.2540
N -0.1416 1.4629 0.4012  0.0734

As for the net charge: +1. The SMILES is C/C=C/C=[N+]=NC1CC1. Its gap between HOMO and LUMO is 8.45 eV. As for the LUMO energy: -5.64 eV. The electronic energy is -10405.794 eV.

***

Record 6
# C4H14NO2

3 unconnected molecules or ions with the total composition C4H14NO2 in a non-equilibrium geometry (ωB97M-V/def2-TZVPD, OMol25).

Each line ends with the natural charge from an NBO analysis.
Positions of all 21 atoms, in Å:
C 0.7066 -0.4712 1.8236  -0.4744
C 1.3500 -0.0824 0.5377  -0.2124
O 0.3065 2.1894 -2.3439  -0.9898
H 0.1400 2.5663 -1.4698  0.4704
H -0.9094 -1.2899 -0.1603  0.4184
H 3.0842 -1.3350 0.6097  0.1888
H -2.4230 -1.0945 0.5552  0.2935
O -1.5231 -0.0857 -2.2519  -1.0111
N -1.4502 -0.6908 0.4803  -1.0008
C -0.8160 -0.6699 1.8393  -0.3500
C 2.4912 -0.5763 0.0945  -0.3723
H -2.3191 0.0949 -2.7784  0.4677
H 2.9929 -0.2850 -0.8246  0.2047
H 1.1685 -1.3381 2.2824  0.2203
H -1.5432 0.2560 0.0449  0.3314
H 0.9079 0.2999 2.5740  0.2244
H -0.8883 0.5832 -2.5821  0.4964
H -1.0786 -1.6447 2.2424  0.2054
H 0.8243 0.6397 -0.0835  0.1930
H -1.3703 0.0575 2.4366  0.2112
H 0.3490 2.8765 -3.0260  0.4850

As for the net charge: 0. The multiplicity is 2. Its gap between HOMO and LUMO (alpha / beta) is 3.72 / 10.42 eV. As for the LUMO energy (alpha / beta): 0.57 / 0.40 eV. The electronic energy is -9956.359 eV. Its expectation value of S² is 0.7505.